Here is C14H19BrOTb as an isolated structure in a non-equilibrium geometry from OMol25. Energies are from ωB97M-V with the def2-TZVPD basis set.

Calculated values
Charge ... -1
HOMO energy (spin up / spin down) ... -3.2390 / -3.2505 eV
Expectation value of S² ... 12.10
Multiplicity ... 7
Total energy ... -4018.60073 Eh
E_LUMO (spin up / spin down) ... 2.45 / 2.60 eV
Max |F| ... 3.819 eV/Å

Each line ends with the Mulliken charge.
Geometry (Å):
C (-1.39, -1.01, -2.97)  -0.1937
C (-1.80, -2.11, -2.15)  -0.7478
C (-2.56, -1.59, -1.05)  -0.4835
H (-1.43, -3.14, -2.27)  0.4475
C (-2.61, -0.15, -1.21)  -0.5442
C (-1.89, 0.19, -2.38)  -0.2694
H (-1.84, 1.19, -2.85)  0.3667
H (-0.86, -1.06, -3.93)  0.3992
H (-2.85, -2.14, -0.14)  0.4505
H (-3.07, 0.57, -0.52)  0.3852
Tb (-0.31, -0.96, -0.45)  0.6922
Br (1.24, -3.10, -0.14)  -0.5018
C (2.54, 1.45, -1.00)  -0.3876
C (1.62, 2.18, -1.84)  -0.6352
C (1.38, 1.41, -3.02)  -0.5021
H (1.11, 3.10, -1.57)  0.3486
C (2.16, 0.21, -2.93)  -0.6507
C (2.87, 0.23, -1.68)  -0.6732
H (3.47, -0.58, -1.27)  0.4029
H (2.85, 1.73, 0.00)  0.4259
H (0.66, 1.63, -3.80)  0.5115
H (2.12, -0.64, -3.62)  0.4020
C (1.34, -0.04, 2.97)  -1.3894
C (-0.12, 0.21, 2.55)  1.7530
C (-1.01, -0.97, 2.99)  -1.5828
C (-0.63, 1.54, 3.10)  -1.6228
O (-0.19, 0.34, 1.14)  -0.4361
H (1.47, -0.03, 4.06)  0.3845
H (1.98, 0.74, 2.53)  0.2465
H (1.70, -1.01, 2.58)  0.2901
H (-1.10, -1.05, 4.09)  0.4265
H (-2.01, -0.86, 2.56)  0.2911
H (-0.59, -1.92, 2.61)  0.3231
H (0.01, 2.34, 2.70)  0.3634
H (-1.64, 1.72, 2.71)  0.3368
H (-0.64, 1.58, 4.20)  0.3731

***

Here is C14H19ClCrN6O2S2 as an isolated structure from OMol25. Energies are from ωB97M-V with the def2-TZVPD basis set.

Calculated values
Charge ... +1
HOMO energy (spin up / spin down) ... -11.1602 / -11.2572 eV
Expectation value of S² ... 3.79
Multiplicity ... 4
Total energy ... -3324.90458 Eh
E_LUMO (spin up / spin down) ... -3.33 / -3.61 eV
Max |F| ... 0.439 eV/Å

Each line ends with the Mulliken charge.
Geometry (Å):
Cr (0.60, -0.16, -0.20)  0.0927
C (-1.94, -3.15, -1.91)  -1.6511
C (-1.05, -2.01, -1.57)  1.0000
N (-0.70, -1.68, -0.38)  1.6755
N (-1.17, -2.40, 0.68)  -1.5196
C (-0.65, -2.02, 1.83)  0.5714
N (-1.09, -2.66, 2.93)  -0.3944
S (0.53, -0.75, 2.08)  -0.5335
C (-0.48, -1.15, -2.64)  0.4077
C (-0.73, -1.34, -3.99)  -0.7812
C (-0.16, -0.48, -4.91)  -0.4965
C (0.64, 0.56, -4.47)  -0.8747
C (0.85, 0.70, -3.11)  -0.2662
N (0.30, -0.13, -2.23)  0.0869
H (-2.30, -3.63, -1.01)  0.3720
H (-1.39, -3.88, -2.51)  0.3638
H (-2.79, -2.81, -2.51)  0.3873
H (-1.65, -3.49, 2.79)  0.2394
H (-0.59, -2.56, 3.79)  0.2326
H (-1.36, -2.16, -4.31)  0.4817
H (-0.34, -0.62, -5.97)  0.4341
H (1.10, 1.25, -5.16)  0.4384
H (1.48, 1.49, -2.70)  0.5371
Cl (4.87, 1.12, -1.87)  -0.1687
C (4.44, -0.15, -0.70)  -0.5467
C (2.96, -0.16, -0.46)  0.8065
O (2.30, -1.23, -0.54)  -0.4600
O (2.32, 0.91, -0.18)  -0.5586
H (4.96, 0.06, 0.23)  0.3298
H (4.75, -1.11, -1.10)  0.3289
C (-2.69, 1.28, 2.59)  -0.8958
N (-1.48, 2.07, 2.53)  0.0970
C (-0.81, 2.50, 3.76)  -0.5027
C (0.48, 3.16, 3.24)  -0.5448
N (0.46, 2.79, 1.83)  0.0432
C (-0.67, 2.17, 1.49)  0.3463
S (-0.99, 1.63, -0.11)  -0.4814
H (-3.45, 1.82, 3.16)  0.3136
H (-2.49, 0.32, 3.08)  0.3024
H (-3.06, 1.10, 1.58)  0.3164
H (-0.61, 1.63, 4.38)  0.2962
H (-1.44, 3.20, 4.31)  0.3686
H (1.37, 2.77, 3.73)  0.2928
H (0.47, 4.25, 3.35)  0.3434
H (1.19, 2.96, 1.16)  0.1701